No. 1
Molecular formula: C9H10N2O2
Method: DFT, wB97M-V/def2-TZVPD

Atoms and positions in Å:
C -3.22625 1.83642 -0.01716
H -0.44380 -1.15900 -1.83160
C -0.93720 -1.85851 -1.15690
H -0.76053 2.68928 0.03961
C -0.74998 1.66595 -0.28726
C -2.09839 1.06707 -0.08267
H 2.32268 0.66622 1.30789
H 0.83983 -1.13799 1.17449
H 1.32877 2.38211 1.41436
H 2.21976 1.95217 0.04312
N -3.97493 2.69777 0.12050
H -0.55118 1.76617 -1.43118
C -2.26455 -0.37005 0.17652
N -3.55036 -0.93480 0.22486
C 0.30937 0.78805 0.42393
O -3.71242 -1.92470 0.90550
C 0.08344 -0.49382 0.70929
C -1.15469 -1.23328 0.31923
H -1.92794 -2.19649 -1.44574
O -4.39597 -0.30896 -0.40218
H -1.27396 -2.16885 0.89892
C 1.58504 1.47464 0.75497
H -0.22576 -2.86517 -1.18272

Kohn-Sham gap (eV): 8.2
E_HOMO (eV): -9.581
Molar mass (Da): 178.19
Charge: 0
SMILES: CC1=C[C@H](C)C([N+](=O)[O-])=C(C#N)C1
LUMO (eV): -1.40
Multiplicity: 1

Results of the Löwdin charge analysis, in e, for atoms 1 through 6:
1 C -0.221
2 H 0.071
3 C -0.016
4 H 0.113
5 C -0.072
6 C -0.096

---

No. 2
Molecular formula: C9H10N2O2
Method: DFT, wB97M-V/def2-TZVPD

Atoms and positions in Å:
C 3.42359 0.31186 -0.67034
H 2.83115 0.80234 1.09978
H 0.78600 -1.73722 -0.87544
H -4.36298 -0.78079 -0.39177
H 4.33475 -0.07318 -0.54500
C -2.01991 1.41368 0.12860
H -2.16076 -2.41594 -0.17575
H 3.35275 1.48947 -0.98591
N 2.60824 0.07729 0.47816
H 0.70036 -1.70036 1.79765
C 0.52048 -1.35893 0.02536
C -0.88286 0.64817 0.04610
C -0.89382 -0.75289 -0.09125
H -4.10850 1.47201 0.00036
N 1.25770 0.01207 0.21132
C -3.34434 -0.46599 -0.22149
C 0.47670 1.17025 0.23494
H 3.09392 -0.33732 -1.46513
C -3.27442 0.88729 -0.02370
H -1.96694 2.52841 0.19090
O 0.82152 -2.19274 1.02740
C -2.15988 -1.29297 -0.14666
O 0.96728 2.29549 0.35189

Kohn-Sham gap (spin up / spin down) (eV): 5.2 / 5.3
E_HOMO (spin up / spin down) (eV): -4.703 / -8.496
Molar mass (Da): 178.19
Charge: 0
LUMO (spin up / spin down) (eV): 0.55 / -3.17
Multiplicity: 3
<S²>: 2.033

Results of the Löwdin charge analysis, in e, for atoms 1 through 6:
1 C -0.057
2 H 0.116
3 H 0.123
4 H 0.088
5 H 0.033
6 C -0.053

---

No. 3
Molecular formula: C9H10N2O2S
Method: DFT, wB97M-V/def2-TZVPD

Atoms and positions in Å:
C -0.48880 -0.03153 2.59891
C 2.13939 1.90143 -1.76424
H 0.72045 0.23835 -4.22481
C 0.21378 -0.42483 0.27909
H 2.47988 1.97347 -3.90050
H -0.19520 -0.99255 2.71162
C 1.94617 1.55179 -3.11848
C 0.94972 0.56816 -3.33883
H -0.17892 0.53025 3.40253
H -3.25640 -1.58620 1.64104
C -2.03394 0.08226 2.70986
H 2.87613 2.62236 -1.31454
H 0.09405 1.30135 1.21400
O -0.80658 -3.04699 0.82285
H -2.33723 1.07752 2.79451
N 1.55947 1.39814 -0.73388
O 1.04431 -3.00135 -0.52163
N -0.04590 0.36632 1.29728
S -3.07441 -0.33264 1.20799
C 0.09859 -2.99152 0.12310
H -2.37702 -0.57269 3.59870
H -0.40611 -0.92730 -2.37387
C 0.72662 0.34336 -0.91082
C 0.35197 -0.04714 -2.19989

Kohn-Sham gap (eV): 8.6
E_HOMO (eV): -8.305
Molar mass (Da): 210.26
Charge: 0
LUMO (eV): 0.33
Multiplicity: 1

Results of the Löwdin charge analysis, in e, for atoms 1 through 6:
1 C -0.209
2 C -0.179
3 H 0.041
4 C 0.019
5 H 0.074
6 H 0.077

---

No. 4
Molecular formula: C9H10N2S2
Method: DFT, wB97M-V/def2-TZVPD

Atoms and positions in Å:
S 3.45485 1.02584 -1.88510
H -0.05946 3.71669 1.35441
C -1.50984 -1.21665 0.57145
C 0.32582 -3.15545 0.13272
C 0.21983 1.67609 0.84311
N 0.86058 0.72132 -1.58723
C -0.28080 0.43008 -0.81689
H 1.37587 -1.75953 -1.10413
H -1.19144 0.91708 -1.14644
H -0.23035 3.38144 -0.36190
C -0.44529 2.99548 0.63103
H 0.87950 0.44459 -2.55993
C 0.51764 -1.92279 -0.46957
S 1.98181 1.63789 0.61809
H -0.09811 1.10355 1.70318
C -0.42410 -0.91487 -0.25460
H 1.02389 -3.96854 -0.02547
H -2.39149 -2.73508 1.80950
C -1.58121 -2.47411 1.14190
C 2.05099 1.07569 -1.05924
N -0.69239 -3.42997 0.92809
H -2.26272 -0.47191 0.77727
H -1.52359 2.92316 0.75975

Kohn-Sham gap (eV): 8.4
E_HOMO (eV): -8.639
Molar mass (Da): 210.33
Charge: 0
LUMO (eV): -0.23
Multiplicity: 1

Results of the Löwdin charge analysis, in e, for atoms 1 through 6:
1 S 0.595
2 H 0.078
3 C -0.028
4 C -0.139
5 C -0.475
6 N -0.079

---

No. 5
Molecular formula: C9H10N4OS
Method: DFT, wB97M-V/def2-TZVPD

Atoms and positions in Å:
S 1.10181 -4.53462 -0.61024
H 1.44393 1.01009 -0.37792
H 0.37809 -0.47449 -2.09840
H 1.35079 -2.24087 -0.89014
C -2.33001 -0.93035 -0.10102
C -1.10161 0.96583 -1.67529
H 3.48181 1.17142 1.15636
C -1.73092 -2.84771 0.59467
C -2.27786 1.25559 -0.97592
O 1.28929 -1.13421 1.88603
H 0.91076 1.60111 1.04766
N 2.55306 0.64506 1.16937
H -0.68683 1.80607 -2.21295
C -2.90867 0.34657 -0.21795
C -1.07247 -1.25827 -0.75998
N -0.73997 -2.48881 -0.38930
N 1.72319 1.55614 0.46384
H 1.40816 -2.05135 2.08362
C 2.54651 -0.49670 1.79997
H -2.81918 2.22596 -0.98966
H -3.92919 0.58517 0.13346
C -0.54657 -0.31898 -1.59446
N -2.62171 -1.94890 0.70891
C 0.52371 -2.97684 -0.58683
H -1.69862 -3.79721 1.10018

Kohn-Sham gap (eV): 7.9
E_HOMO (eV): -8.718
Molar mass (Da): 222.27
Charge: 0
LUMO (eV): -0.85
Multiplicity: 1

Results of the Löwdin charge analysis, in e, for atoms 1 through 6:
1 S 0.645
2 H 0.071
3 H 0.098
4 H 0.086
5 C -0.207
6 C -0.075

---

No. 6
Molecular formula: C9H10NO6Pb
Method: DFT, wB97M-V/def2-TZVPD

Atoms and positions in Å:
O 1.19898 -1.11166 1.56403
C -0.66587 -2.29837 3.18701
H -1.12967 -3.29151 3.21810
C -2.62530 0.15250 -0.61651
C -0.16153 1.02834 1.74133
H 0.29945 -3.47958 5.11581
H 3.38150 -2.63876 3.56517
O -0.15647 -2.51233 -0.51093
O 0.01833 1.21130 2.85469
H 1.75841 -2.46486 5.24767
O -3.61866 -0.35174 -0.35795
C 1.64017 -1.81551 2.50938
C 2.29042 0.20878 -0.30035
N 0.76941 -2.43422 3.35869
Pb -0.19144 1.01424 -0.77820
H 3.58146 -1.00703 2.87640
C 3.12158 -1.98938 2.72049
C 1.18475 -3.12096 4.57163
O 3.37120 -0.08551 -0.07593
C -0.08842 1.70088 -3.06230
C -0.10655 -1.48430 -1.10956
H 3.57734 -2.40752 1.81662
H 0.09086 -1.61725 -2.25361
H 1.84008 -3.98006 4.35922
H -0.88583 -1.83048 2.23635
H -1.08492 -1.68208 3.99134
O 0.01312 1.87367 -4.19058

Kohn-Sham gap (spin up / spin down) (eV): 6.3 / 7.9
E_HOMO (spin up / spin down) (eV): -20.715 / -21.573
Molar mass (Da): 435.38
Charge: +3
LUMO (spin up / spin down) (eV): -14.44 / -13.66
Multiplicity: 1

Results of the Löwdin charge analysis, in e, for atoms 1 through 6:
1 O -0.035
2 C 0.055
3 H 0.150
4 C -0.022
5 C -0.084
6 H 0.133

---

No. 7
Molecular formula: C9H10NO7
Method: DFT, wB97M-V/def2-TZVPD

Atoms and positions in Å:
H 1.35893 -0.89172 -0.56645
O -0.12227 1.24136 -3.63308
H 3.19003 -0.62975 3.72211
H -0.33070 0.83900 -0.75434
C -0.80134 0.58939 -2.91768
H 1.08197 -1.97172 4.88932
H -4.22841 1.65081 -1.18257
C -0.36800 0.02987 -1.54399
C 2.76659 0.45115 -1.63573
N 3.44106 1.21253 -1.09661
C 2.11039 -0.56422 3.59300
H 2.03610 -2.73627 3.60022
H -1.20296 -0.64089 -1.21426
O 2.02104 -0.28027 -2.45146
O -0.00091 -0.82684 0.96404
C -3.13649 1.61633 -1.42910
H -2.76793 2.65871 -1.29698
C 0.93926 -0.88559 -1.59417
C -3.07911 1.14295 -2.91833
H -2.68039 0.89013 -0.72486
C 0.63023 -0.96824 1.95591
O -2.12650 0.28781 -3.41052
O 0.30420 -1.82673 2.96835
C 1.41499 -1.87390 3.85630
O 1.77873 -0.29575 2.23745
H 1.72664 0.24668 4.21849
O -3.95514 1.53520 -3.63506

Kohn-Sham gap (eV): 4.7
E_HOMO (eV): -2.198
Molar mass (Da): 244.18
Charge: -1
LUMO (eV): 2.52
Multiplicity: 1

Results of the Löwdin charge analysis, in e, for atoms 1 through 6:
1 H 0.007
2 O 0.160
3 H 0.132
4 H 0.106
5 C -0.406
6 H 0.127

---

No. 8
Molecular formula: C9H10O2
Method: DFT, wB97M-V/def2-TZVPD

Atoms and positions in Å:
H 1.36602 -2.84586 -1.60174
H -0.12398 -0.43031 2.92958
O 0.93648 -0.69572 -2.97668
C 1.17646 -1.99913 -0.96560
H -2.96542 2.08150 -1.83541
O -1.38523 1.69989 -0.56587
H 1.76098 -0.60103 3.01758
H 0.15534 1.05810 1.17540
C 0.45275 0.17416 0.56613
H 1.32225 -3.12541 0.64765
H 0.55182 -1.96131 2.96119
C 1.13011 -2.10641 0.35007
H 1.31070 1.32284 -1.02534
C 0.76178 -0.94555 2.68017
C -0.64432 1.19427 -1.47140
C -2.54325 2.47799 -0.97209
C 0.80294 -0.92839 1.14835
C 0.51324 0.44832 -0.95319
H -2.29528 3.54863 -1.25500
C 0.96701 -0.72976 -1.78211
H -3.25040 2.36316 -0.07169

Kohn-Sham gap (eV): 8.1
E_HOMO (eV): -8.031
Molar mass (Da): 150.18
Charge: 0
LUMO (eV): 0.09
Multiplicity: 1

Results of the Löwdin charge analysis, in e, for atoms 1 through 6:
1 H 0.106
2 H 0.060
3 O 0.100
4 C 0.001
5 H 0.048
6 O -0.132

---

No. 9
Molecular formula: C9H10O2
Method: DFT, wB97M-V/def2-TZVPD

Atoms and positions in Å:
H 0.10109 -1.29010 2.89724
H 1.19888 -0.13424 3.65921
C -0.49785 0.72424 -2.92091
H -0.53008 0.30110 2.92319
H -2.32592 1.58182 -2.89421
C 0.45267 -0.25089 2.90444
C -0.70227 0.43540 -0.27657
C 0.53289 0.15361 -0.94098
C 0.34034 -0.20722 0.44274
H 1.94782 -1.74817 1.21987
C 1.20258 0.03731 1.64395
O 2.27350 -0.82857 1.45337
C -1.66647 0.95809 -2.32999
H -0.92799 -1.87867 0.69317
O 0.01000 -1.98106 0.51609
H 1.56387 1.12951 1.45572
C -1.88261 0.75243 -0.90401
H -2.84900 0.83997 -0.43026
H 1.56737 0.23552 -2.86402
C 0.69564 0.31377 -2.28501
H -0.50445 0.85612 -3.96302

Kohn-Sham gap (spin up / spin down) (eV): 6.7 / 5.9
E_HOMO (spin up / spin down) (eV): -5.891 / -9.264
Molar mass (Da): 150.18
Charge: 0
LUMO (spin up / spin down) (eV): 0.79 / -3.40
Multiplicity: 3
<S²>: 2.048

Results of the Löwdin charge analysis, in e, for atoms 1 through 6:
1 H 0.082
2 H 0.077
3 C -0.088
4 H 0.109
5 H 0.108
6 C -0.036

---

No. 10
Molecular formula: C9H10O3
Method: DFT, wB97M-V/def2-TZVPD

Atoms and positions in Å:
C 3.59785 0.12474 -0.02520
O -1.32157 -1.64151 1.89053
C 2.90454 -0.95650 -0.49718
H 3.32708 -1.76401 -1.02628
C 2.60559 1.07513 0.30601
H -0.58373 -2.02779 -0.40966
C -1.52310 -0.02229 0.13000
O 1.61745 -0.68836 -0.55493
H -2.13083 -1.64768 -1.05716
C -2.65777 0.79814 -0.33221
C -1.18828 -1.19817 -0.84826
O -0.21504 2.20506 0.46824
C 0.05151 1.09016 0.23336
H -2.17730 0.26130 2.11268
H 4.70405 0.20380 0.20512
H -2.19408 1.79794 -0.39804
H 2.86486 1.96721 0.91126
H -3.51257 0.77987 0.38253
C -1.70306 -0.55118 1.51020
C 1.35856 0.55996 -0.07152
H -0.81661 -0.73501 -1.70114
H -3.00754 0.36918 -1.22835

Kohn-Sham gap (eV): 9.1
E_HOMO (eV): -9.119
Molar mass (Da): 166.18
Charge: 0
LUMO (eV): -0.05
Multiplicity: 1

Results of the Löwdin charge analysis, in e, for atoms 1 through 6:
1 C -0.050
2 O 0.053
3 C -0.104
4 H 0.121
5 C 0.010
6 H 0.094

---

No. 11
Molecular formula: C9H10O3
Method: DFT, wB97M-V/def2-TZVPD

Atoms and positions in Å:
H 2.71579 -1.25372 1.60336
H -2.07408 1.93736 0.35075
H 4.20910 -1.01960 0.20107
C -0.90812 1.28211 -0.04533
C -0.12695 -1.04890 -0.27560
O 2.79274 1.21081 -0.34220
H 2.87058 2.11442 -0.14395
H 3.66600 -2.84764 0.32433
C 3.38012 -1.46403 0.43871
H -3.50924 1.14860 0.79749
H -3.60050 1.07399 -1.00701
C 1.27836 -0.60498 -0.32455
O -2.78501 -1.84199 -0.29517
H -0.44422 -1.98694 -0.26565
C -3.71702 0.24038 0.16184
H 0.78486 3.05318 -0.09010
C 1.40782 0.87338 -0.32031
H -4.68568 -0.25021 -0.04662
C 0.33569 1.71721 -0.01368
C -2.55730 -0.72386 -0.04885
O 2.12560 -1.52585 -0.48801
C -1.15854 -0.08372 -0.17050

Kohn-Sham gap (eV): 8.9
E_HOMO (eV): -8.367
Molar mass (Da): 166.18
Charge: 0
LUMO (eV): 0.49
Multiplicity: 1

Results of the Löwdin charge analysis, in e, for atoms 1 through 6:
1 H 0.195
2 H 0.186
3 H -0.033
4 C -0.116
5 C 0.110
6 O 0.022

---

No. 12
Molecular formula: C9H10O4
Method: DFT, wB97M-V/def2-TZVPD

Atoms and positions in Å:
H 4.10718 -1.38140 -0.51569
O 2.14944 -0.64316 -0.12850
C -0.14409 -0.44783 -0.34984
O -2.30963 -0.47384 -0.54217
H -3.95640 -1.24874 0.24585
H -0.03608 -3.57890 0.90888
C -0.26360 -1.96886 -0.34831
C -1.23640 0.35197 -0.31237
O -0.74145 -2.63538 0.83149
H -2.72921 0.20214 1.57252
H 4.02440 -0.55852 1.55247
O -0.01217 -2.63668 -1.42155
C -0.00715 2.27113 -0.19562
C 1.00728 0.21407 -0.12597
C 3.56620 -0.34914 0.16489
H 2.21088 2.03801 0.18065
H -2.10450 2.17088 -0.70733
H -4.10665 1.11761 0.24203
C -1.15963 1.80293 -0.49313
C 1.29819 1.56312 -0.00007
H 3.62330 0.75514 -0.31621
H 0.15990 3.39373 -0.72414
C -3.33983 0.04173 0.48213

Kohn-Sham gap (eV): 9.2
E_HOMO (eV): -8.759
Molar mass (Da): 182.17
Charge: 0
LUMO (eV): 0.43
Multiplicity: 1

Results of the Löwdin charge analysis, in e, for atoms 1 through 6:
1 H 0.159
2 O -0.210
3 C -0.051
4 O -0.173
5 H 0.202
6 H 0.260